Formula: C4HClN2
Source: the Open Molecules 2025 dataset
Level of theory: ωB97M-V/def2-TZVPD

Geometry (Å):
C1 -0.7348 -0.8038 -1.0201
C2 0.8208 1.0362 0.8601
C3 -0.0089 -0.7430 1.2312
C4 0.4083 0.9727 -0.3284
N1 -0.4594 -1.3201 0.2417
N2 -0.2318 0.3592 -1.2487
Cl1 1.5484 1.7704 2.1304
H1 -1.3426 -1.2716 -1.8663

Summary:
total charge	0
LUMO level	-0.345	eV
HOMO-LUMO gap	8.94	eV

***

Formula: C4HIS
Source: the Open Molecules 2025 dataset
Level of theory: ωB97M-V/def2-TZVPD

Geometry (Å):
I1 3.2571 -0.0480 -0.0070
C1 1.2646 -0.8723 -0.0664
C2 -0.1051 -0.3614 -0.1021
S1 -1.1989 -1.7716 0.0901
C3 -0.0412 -3.0395 -0.1056
C4 0.9893 -2.2057 -0.0393
H1 -0.5723 0.5144 -0.2692

Summary:
total charge	0
LUMO level	-1.398	eV
SMILES string	IC1=CS2#CC=21
HOMO-LUMO gap	7.82	eV

***

Formula: C4HLiO4V
Source: the Open Molecules 2025 dataset
Level of theory: ωB97M-V/def2-TZVPD

Geometry (Å):
O1 -1.9178 -0.1625 -1.8881
C1 -2.2593 -0.8604 -2.7101
C2 1.2310 0.9455 -0.0968
C3 1.3519 0.5234 -1.2482
H1 1.4442 0.5585 -2.3222
Li1 -1.1494 1.1961 -0.5004
O2 1.6518 -0.1560 0.7446
C4 0.5616 -0.5536 1.4125
O3 0.6684 -1.1926 2.4658
O4 -0.4474 0.2126 1.2069
V1 -1.1351 -0.5110 2.9358

Summary:
total charge	+2
multiplicity	4
LUMO level (spin up / spin down)	-9.924 / -9.750	eV
HOMO-LUMO gap (spin up / spin down)	8.72 / 8.92	eV

***

Formula: C4HNO
Source: the Open Molecules 2025 dataset
Level of theory: ωB97M-V/def2-TZVPD

Geometry (Å):
N1 3.3320 -0.1475 0.5759
C1 2.2534 0.1091 0.2387
C2 0.9109 0.2866 -0.0370
C3 -0.2945 0.2323 -0.0741
C4 -1.7109 -0.0649 0.1243
O1 -2.0217 -0.9414 0.8934
H1 -2.4485 0.5286 -0.4346

Summary:
total charge	0
LUMO level	-1.219	eV
SMILES string	N#CC#CC=O
HOMO-LUMO gap	10.06	eV

***

Formula: C4HNO
Source: the Open Molecules 2025 dataset
Level of theory: ωB97M-V/def2-TZVPD

Geometry (Å):
O1 0.6154 0.5092 2.3772
C1 0.7320 0.8115 1.2124
C2 0.1349 -0.0148 0.1656
C3 -0.4186 -0.8154 -0.5482
C4 -0.8926 -1.3702 -2.2437
N1 -1.1191 -1.8798 -1.1569
H1 1.2881 1.7089 0.8987

Summary:
total charge	0
LUMO level	-0.383	eV
HOMO-LUMO gap	10.56	eV

***

Formula: C4HNO
Source: the Open Molecules 2025 dataset
Level of theory: ωB97M-V/def2-TZVPD

Geometry (Å):
O1 0.2202 1.9009 1.6068
C1 0.6378 0.8091 1.2992
C2 0.0875 0.1027 0.1653
C3 -0.5017 -0.3058 -0.7958
C4 -0.7939 -1.9472 -2.2685
N1 -1.0930 -0.8612 -1.8614
H1 1.4432 0.3015 1.8544

Summary:
total charge	0
LUMO level	-0.632	eV
HOMO-LUMO gap	10.13	eV

***

Formula: C4HNO3
Source: the Open Molecules 2025 dataset
Level of theory: ωB97M-V/def2-TZVPD

Geometry (Å):
C1 -2.8949 -0.1694 0.0594
C2 -1.7226 -0.4537 0.0038
C3 0.2006 -0.7262 -0.0915
C4 2.0785 0.8032 0.0369
N1 0.6934 0.4045 0.0122
O1 2.6192 0.8522 1.1567
O2 0.4066 -1.9194 -0.2341
O3 2.5678 1.1617 -1.0521
H1 -3.9486 0.0471 0.1087

Summary:
total charge	-2
LUMO level	6.748	eV
HOMO-LUMO gap	6.54	eV

***

Formula: C4HO2Yb
Source: the Open Molecules 2025 dataset
Level of theory: ωB97M-V/def2-TZVPD

Geometry (Å):
O1 1.4446 -0.4813 0.6979
C1 -1.0628 -2.7812 -0.8709
C2 -0.4003 -1.7448 -0.6268
C3 0.4464 -0.6469 -0.4215
C4 0.0094 0.5821 -0.1399
O2 -0.6060 1.6113 -0.1515
Yb1 -1.9476 3.3277 1.1374
H1 2.1162 0.1331 0.3753

Summary:
total charge	+1
multiplicity	3
LUMO level (spin up / spin down)	-4.973 / -6.204	eV
HOMO-LUMO gap (spin up / spin down)	5.78 / 7.36	eV

***

Formula: C4N2O4
Source: the Open Molecules 2025 dataset
Level of theory: ωB97M-V/def2-TZVPD

Geometry (Å):
N1 1.8543 1.9154 -0.2628
C1 1.7125 0.8778 0.1989
C2 1.5313 -0.4773 0.7370
O1 2.1457 -1.0320 1.5825
O2 0.6087 -1.3015 -0.0014
C3 -0.4963 -0.9450 -0.6894
O3 -0.7413 -1.4674 -1.7426
C4 -1.3100 0.0931 -0.1295
N2 -2.2421 0.7785 0.0245
O4 -3.0627 1.5584 0.2828

Summary:
total charge	0
LUMO level	-1.489	eV
SMILES string	N#CC(=O)OC(=O)C#[N+][O-]
HOMO-LUMO gap	9.58	eV

***

Formula: C4O4Ti
Source: the Open Molecules 2025 dataset
Level of theory: ωB97M-V/def2-TZVPD

Geometry (Å):
O1 2.1186 -4.6945 1.1673
C1 1.5971 -3.7223 0.9494
Ti1 -0.2813 0.8314 0.0920
C2 -0.1680 1.0587 -2.1425
C3 0.6339 2.0655 0.6396
O2 0.2790 0.8934 -3.2838
O3 1.5774 2.5660 1.2675
O4 -3.3980 0.2428 0.9351
C4 -2.3588 0.7589 0.3753

Summary:
total charge	+2
multiplicity	3
LUMO level (spin up / spin down)	-13.031 / -13.069	eV
HOMO-LUMO gap (spin up / spin down)	5.86 / 5.82	eV

***

Formula: C50H100Cl4O34
Source: the Open Molecules 2025 dataset
Level of theory: ωB97M-V/def2-TZVPD

Geometry (Å):
C1 8.4709 5.7213 2.0697
Cl1 10.1237 5.7370 2.8012
Cl2 7.9963 7.4532 1.9915
H1 8.5563 5.2381 1.0964
H2 7.7321 5.1370 2.6182
C2 -3.6842 -1.2367 6.1236
Cl3 -4.3542 -2.4633 5.0344
Cl4 -5.0051 -0.4475 6.9620
H3 -3.1755 -1.9032 6.8200
H4 -2.9465 -0.5945 5.6425
C3 -6.5742 -8.7666 -8.4729
C4 -7.6379 -7.6538 -8.6120
O1 -7.3372 -6.5637 -7.6965
C5 -7.7751 -6.6871 -6.4441
O2 -8.1358 -7.7609 -5.9281
O3 -7.6238 -5.4645 -5.8988
C6 -7.9521 -5.3288 -4.5158
H5 -6.9020 -9.5750 -9.1265
H6 -6.4697 -9.3238 -7.5420
H7 -5.6239 -8.4297 -8.8869
H8 -8.6429 -8.0760 -8.6113
H9 -7.6171 -7.2691 -9.6316
H10 -9.0110 -5.0734 -4.5539
H11 -7.2891 -4.5735 -4.0938
H12 -7.9884 -6.3170 -4.0573
C7 7.4140 -7.1820 3.4741
C8 8.0792 -5.9356 3.1134
O4 7.1247 -5.0340 2.5773
C9 7.3596 -3.7693 2.4158
O5 8.5062 -3.2734 2.4838
O6 6.1922 -3.0141 2.2255
C10 6.2893 -1.5746 2.1427
H13 7.2073 -7.7202 2.5490
H14 6.4584 -6.9734 3.9551
H15 7.9667 -7.7579 4.2163
H16 8.9877 -5.9436 2.5111
H17 8.4104 -5.4527 4.0327
H18 6.8901 -1.1879 1.3195
H19 6.8663 -1.1852 2.9814
H20 5.3545 -1.0140 2.1531
C11 0.1338 -7.3991 1.7925
C12 1.0464 -8.5312 2.3170
O7 0.2427 -9.6891 2.0657
C13 0.4564 -10.8141 2.8256
O8 1.2503 -10.7921 3.7648
O9 -0.2836 -11.7867 2.4030
C14 -0.7794 -12.7969 3.3368
H21 -0.2975 -7.5540 0.8036
H22 0.8222 -6.5612 1.6826
H23 -0.7280 -7.1829 2.4239
H24 1.2678 -8.4432 3.3806
H25 1.9043 -8.5864 1.6469
H26 0.0514 -13.2438 3.8830
H27 -1.3148 -13.6277 2.8773
H28 -1.3287 -12.4474 4.2110
C15 3.6292 1.9338 -4.5447
C16 3.3231 2.8917 -3.3538
O10 4.4305 3.7772 -3.2790
C17 4.2642 4.9218 -3.9578
O11 3.2465 5.2791 -4.5750
O12 5.3252 5.6358 -3.6780
C18 5.2668 6.9066 -4.2785
H29 3.7157 2.4015 -5.5254
H30 2.9234 1.1052 -4.6036
H31 4.5688 1.4001 -4.4021
H32 3.3666 2.2010 -2.5116
H33 2.3115 3.2515 -3.1657
H34 6.2563 7.3508 -4.3869
H35 4.6912 7.5558 -3.6187
H36 4.8983 7.0124 -5.2989
C19 7.3292 -3.0088 -7.9371
C20 7.9412 -4.0054 -6.8722
O13 7.2498 -3.9204 -5.6231
C21 6.1489 -4.4218 -5.3542
O14 5.3315 -4.9524 -6.0842
O15 5.9686 -4.1703 -4.0326
C22 4.6845 -4.3127 -3.4576
H37 6.5518 -2.4350 -7.4326
H38 6.9924 -3.5552 -8.8181
H39 8.0647 -2.2555 -8.2193
H40 8.9797 -3.7377 -6.6772
H41 7.8800 -5.0327 -7.2315
H42 3.8956 -3.7027 -3.8976
H43 4.7927 -3.8557 -2.4740
H44 4.5094 -5.3886 -3.4510
C23 -10.7639 -4.0732 2.9482
C24 -10.8562 -3.0961 1.7454
O16 -10.7242 -1.7247 2.1751
C25 -10.2696 -0.8564 1.2876
O17 -10.2523 -0.9810 0.0762
O18 -9.9329 0.1996 1.9642
C26 -9.8210 1.4978 1.3696
H45 -11.7249 -3.9830 3.4545
H46 -9.9616 -3.6988 3.5840
H47 -10.6500 -5.1345 2.7277
H48 -11.7704 -3.2920 1.1850
H49 -10.0686 -3.5081 1.1146
H50 -10.7837 1.7777 0.9418
H51 -9.0820 1.3884 0.5760
H52 -9.4101 2.2523 2.0404
C27 -1.5127 0.3686 -0.4501
C28 -1.8357 1.4354 0.6499
O19 -0.9745 2.5709 0.4854
C29 -0.0806 2.9015 1.3788
O20 0.1264 2.2594 2.4375
O21 0.5260 3.9981 1.0421
C30 1.4344 4.7112 1.8125
H53 -2.2250 -0.4563 -0.4645
H54 -0.5302 -0.0576 -0.2473
H55 -1.4588 0.8885 -1.4067
H56 -1.7962 0.9575 1.6287
H57 -2.8583 1.8100 0.6032
H58 1.8357 5.6151 1.3542
H59 2.2250 4.0691 2.2011
H60 0.8928 5.0619 2.6910
C31 -2.1423 3.7681 -7.9560
C32 -1.1641 4.5402 -8.8731
O22 -1.6607 4.6051 -10.2152
C33 -2.7235 5.3608 -10.5102
O23 -3.3636 5.9734 -9.6215
O24 -3.0777 5.1623 -11.8320
C34 -4.3697 5.5710 -12.2642
H61 -1.7511 3.6047 -6.9519
H62 -2.2693 2.7315 -8.2679
H63 -3.1567 4.1511 -7.8442
H64 -0.1738 4.0908 -8.7996
H65 -0.8578 5.5174 -8.4999
H66 -5.1217 4.8115 -12.0504
H67 -4.3843 5.6606 -13.3504
H68 -4.6566 6.4762 -11.7290
C35 -4.2623 10.0748 3.0196
C36 -5.2380 9.6245 4.1420
O25 -4.5192 9.2892 5.2924
C37 -3.9514 8.0840 5.4873
O26 -4.1109 7.1352 4.7403
O27 -3.3194 8.0874 6.6288
C38 -2.4838 7.0910 7.1026
H69 -3.7512 11.0017 3.2798
H70 -4.8642 10.2224 2.1229
H71 -3.5905 9.2203 2.9384
H72 -5.9067 8.8525 3.7611
H73 -5.9643 10.3932 4.4060
H74 -1.4273 7.3154 6.9556
H75 -2.6078 6.0533 6.7929
H76 -2.6822 7.2403 8.1640
C39 -2.8097 -10.5353 -4.5244
C40 -2.8130 -9.1951 -3.8885
O28 -2.3533 -8.2690 -4.8865
C41 -2.6415 -7.0070 -4.7462
O29 -3.1616 -6.5796 -3.7253
O30 -2.1312 -6.2322 -5.7989
C42 -2.4978 -4.8823 -5.9523
H77 -3.3256 -11.2831 -3.9221
H78 -1.7988 -10.8998 -4.7070
H79 -3.3711 -10.5404 -5.4587
H80 -2.3745 -9.3377 -2.9009
H81 -3.8702 -8.9993 -3.7092
H82 -3.4972 -4.8685 -6.3870
H83 -1.7408 -4.3359 -6.5148
H84 -2.6017 -4.2518 -5.0692
O31 3.7133 0.9312 12.1097
C43 3.8159 0.4375 10.9934
O32 3.7898 1.0517 9.8138
C44 3.6084 2.4633 9.8213
C45 3.9707 2.8396 8.3081
C46 4.2149 -1.0067 10.8989
H85 4.2033 2.9397 10.6005
H86 2.5839 2.5920 10.1705
H87 3.4013 3.7261 8.0290
H88 3.6712 2.0587 7.6090
H89 4.9982 3.2022 8.2779
H90 3.6292 -1.7679 11.4142
H91 5.2501 -1.2444 11.1439
H92 3.9942 -1.2585 9.8616
O33 3.9889 11.3028 5.9386
C47 3.9264 12.0008 6.9702
O34 4.8090 12.9463 7.3999
C48 6.0785 13.1139 6.6663
C49 6.1634 14.4669 5.9959
C50 2.7209 11.9681 7.9020
H93 6.2834 12.3453 5.9210
H94 6.8642 13.0260 7.4166
H95 6.9932 14.4398 5.2897
H96 6.3884 15.2651 6.7033
H97 5.2949 14.7510 5.4017
H98 2.8113 12.8344 8.5574
H99 2.7479 11.1154 8.5804
H100 1.7067 11.8913 7.5103

Summary:
total charge	0
LUMO level	-0.025	eV
HOMO-LUMO gap	10.13	eV

***

Formula: C50H102NO18P2S
Source: the Open Molecules 2025 dataset
Level of theory: ωB97M-V/def2-TZVPD

Geometry (Å):
C1 -3.9285 -0.5120 -6.2725
C2 -4.3819 -1.6080 -5.2585
C3 -5.1959 -0.9392 -4.0949
C4 -4.6775 -1.3223 -2.6710
O1 -4.2697 -0.1870 -1.8935
C5 -3.3766 -0.4734 -0.8578
C6 -3.8231 -1.6119 0.1259
C7 -2.8522 -2.8498 0.2222
C8 -3.3577 -3.7584 1.3604
C9 -1.3054 -2.4856 0.2581
S1 -0.7404 -2.8387 1.9774
P1 -0.2900 -3.7823 -0.7408
C10 -1.1190 -5.4150 -0.7791
C11 0.2449 -3.1740 -2.4020
N1 -1.0010 -1.0820 -0.1852
P2 -0.9003 0.1705 1.0681
O2 -0.8951 1.5078 0.4972
O3 0.4806 0.0484 1.8777
O4 -2.0852 0.1824 2.1501
C12 -1.9254 -0.7601 -1.3308
C13 -1.3513 0.3477 -2.2759
C14 -1.4872 -0.0311 -3.7343
O5 -1.3307 -1.1259 -4.1861
O6 -1.7607 0.9964 -4.5492
H1 -4.6851 -0.4720 -7.0726
H2 -2.9240 -0.6676 -6.6884
H3 -3.9276 0.4980 -5.8358
H4 -3.5609 -2.2250 -4.8711
H5 -5.0383 -2.2874 -5.8241
H6 -5.2846 0.1502 -4.2010
H7 -6.2236 -1.3270 -4.1879
H8 -3.9443 -2.1436 -2.7378
H9 -5.5621 -1.7511 -2.1600
H10 -3.3119 0.4502 -0.2527
H11 -4.0053 -1.1572 1.1140
H12 -4.7964 -2.0507 -0.1405
H13 -3.0300 -3.4033 -0.7143
H14 -3.4940 -3.2342 2.3193
H15 -2.7954 -4.6909 1.4775
H16 -4.3766 -4.0738 1.0690
H17 0.5962 -2.9994 1.7994
H18 -1.2693 -5.8489 0.2157
H19 -0.5315 -6.1090 -1.4020
H20 -2.1150 -5.3678 -1.2659
H21 1.0556 -3.8436 -2.7339
H22 -0.5535 -3.2721 -3.1507
H23 0.6833 -2.1676 -2.3537
H24 -0.0580 -1.1155 -0.6138
H25 0.5185 0.7676 2.5440
H26 -2.3746 -0.7005 2.4390
H27 -2.0100 -1.6309 -2.0080
H28 -1.9505 1.2582 -2.1210
H29 -0.3137 0.5576 -1.9802
H30 -1.3335 0.7882 -5.4060
C15 0.4971 -9.3745 -1.7190
C16 0.7895 -8.4997 -2.9082
O7 0.7615 -7.2879 -2.8246
C17 1.1190 -9.1860 -4.2075
H31 0.2785 -8.7510 -0.8554
H32 -0.3694 -10.0055 -1.9262
H33 1.3642 -9.9942 -1.4899
H34 0.2806 -9.8093 -4.5219
H35 2.0135 -9.7991 -4.0882
H36 1.3069 -8.4373 -4.9753
C18 -3.2139 4.2063 0.1721
C19 -3.5533 5.2936 -0.8161
O8 -4.0463 6.3380 -0.4587
C20 -3.2518 5.0201 -2.2668
H37 -3.4840 4.5336 1.1749
H38 -3.7757 3.3001 -0.0652
H39 -2.1429 3.9977 0.1477
H40 -3.8167 4.1482 -2.6059
H41 -2.1817 4.8491 -2.4006
H42 -3.5446 5.8815 -2.8619
C21 -2.4087 2.4279 -8.2129
C22 -1.1034 1.6883 -8.3101
O9 -0.4903 1.3283 -7.3202
C23 -0.5785 1.4079 -9.6908
H43 -2.6717 2.5647 -7.1644
H44 -2.3173 3.4077 -8.6804
H45 -3.1986 1.8544 -8.7013
H46 -0.4089 2.3438 -10.2233
H47 -1.2912 0.7921 -10.2400
H48 0.3664 0.8703 -9.6160
C24 1.5852 6.1271 -1.0998
C25 1.2114 5.7641 -2.5122
O10 0.1377 6.0743 -2.9812
C26 2.2291 4.9982 -3.3215
H49 0.7648 6.6735 -0.6391
H50 1.7742 5.2204 -0.5204
H51 2.4697 6.7609 -1.0993
H52 2.4474 4.0441 -2.8385
H53 3.1447 5.5835 -3.4187
H54 1.8292 4.8048 -4.3159
C27 3.5354 0.8736 5.6223
C28 2.1822 0.4634 5.1067
O11 1.4557 1.2563 4.5410
C29 1.7675 -0.9669 5.3216
H55 3.7033 1.9261 5.4001
H56 3.5808 0.7300 6.7030
H57 4.3130 0.2828 5.1359
H58 1.7350 -1.1928 6.3903
H59 2.4695 -1.6370 4.8217
H60 0.7738 -1.1226 4.9016
C30 1.4411 -2.0392 11.0847
C31 0.8856 -1.7872 9.7083
O12 1.4335 -2.2183 8.7154
C32 -0.3829 -0.9748 9.6121
H61 2.3466 -2.6293 11.0071
H62 1.6831 -1.0921 11.5686
H63 0.7114 -2.5891 11.6834
H64 -0.2217 0.0193 10.0322
H65 -1.1888 -1.4781 10.1483
H66 -0.6689 -0.8712 8.5660
C33 -4.3107 6.3380 -6.1413
C34 -3.3567 6.0411 -7.2683
O13 -3.6329 5.2365 -8.1300
C35 -2.0467 6.7871 -7.2767
H67 -5.2088 5.7336 -6.2596
H68 -3.8450 6.0931 -5.1877
H69 -4.5918 7.3922 -6.1579
H70 -1.4832 6.5619 -6.3688
H71 -2.2296 7.8606 -7.3435
H72 -1.4600 6.4772 -8.1403
C36 1.2204 2.1007 -14.4485
C37 0.1576 1.7693 -13.4315
O14 -0.3331 2.6257 -12.7310
C38 -0.2671 0.3250 -13.3262
H73 1.4284 3.1686 -14.4177
H74 2.1384 1.5568 -14.2194
H75 0.8735 1.8387 -15.4493
H76 0.5866 -0.2955 -13.0485
H77 -0.6779 -0.0130 -14.2787
H78 -1.0345 0.2288 -12.5605
C39 1.0873 -8.2069 3.2466
C40 2.0434 -8.3508 2.0883
O15 1.8009 -9.0863 1.1585
C41 3.3138 -7.5397 2.1379
H79 0.2203 -8.8442 3.0804
H80 1.5752 -8.5125 4.1733
H81 0.7525 -7.1709 3.3275
H82 3.8989 -7.8164 3.0164
H83 3.0756 -6.4750 2.1703
H84 3.9048 -7.7398 1.2459
C42 6.3655 -2.4407 13.0721
C43 5.0154 -2.8665 12.5592
O16 4.2818 -2.0871 11.9875
C44 4.6113 -4.3025 12.7846
H85 6.5205 -1.3883 12.8405
H86 6.4124 -2.5736 14.1542
H87 7.1488 -3.0278 12.5888
H88 4.5819 -4.5173 13.8539
H89 5.3188 -4.9702 12.2907
H90 3.6199 -4.4709 12.3661
C45 4.2993 2.1076 12.0041
C46 5.6074 1.3781 11.8298
O17 6.2362 0.9765 12.7810
C47 6.0975 1.1693 10.4188
H91 4.0686 2.1859 13.0650
H92 4.3736 3.1127 11.5852
H93 3.4979 1.5560 11.5093
H94 6.2507 2.1335 9.9306
H95 5.3717 0.5778 9.8575
H96 7.0448 0.6333 10.4413
C48 2.6248 8.7217 2.8154
C49 2.0364 8.8762 1.4354
O18 2.5910 8.4240 0.4588
C50 0.7281 9.6170 1.3222
H97 3.5618 8.1713 2.7488
H98 2.8239 9.7036 3.2476
H99 1.9357 8.1672 3.4547
H100 0.8448 10.6378 1.6896
H101 -0.0436 9.1014 1.8966
H102 0.4224 9.6531 0.2779

Summary:
total charge	+1
LUMO level	-2.121	eV
HOMO-LUMO gap	8.51	eV

***

Number 1: calculated total energy -19661.6220 eV. Number 2: calculated total energy -23094.3488 eV. Number 3: calculated total energy -38224.2860 eV. Number 4: calculated total energy -7698.4526 eV. Number 5: calculated total energy -7696.3093 eV. Number 6: calculated total energy -7696.9267 eV. Number 7: calculated total energy -11793.2683 eV. Number 8: calculated total energy -39772.2650 eV. Number 9: calculated total energy -15313.5579 eV. Number 10: calculated total energy -35425.2609 eV. Number 11: calculated total energy -173170.2286 eV. Number 12: calculated total energy -121256.9132 eV.